Here is C13H10Cl2N2O4SbSe5Tl as an isolated structure from the OMol25 dataset. Energies are from ωB97M-V/def2-TZVPD.

Properties
* ΔE to the lowest compared entry with this formula, charge and spin: 0.0 kcal/mol

Structure (ORCA input):
```
! RIJCOSX wB97M-V def2-TZVPD def2/J DEFGRID3
* xyz 0 1
Tl 2.15 0.03 1.58
O 5.12 2.38 -0.80
Cl 4.00 1.51 -0.74
O 2.85 2.14 -0.07
O 3.53 1.06 -2.05
O 4.32 0.27 0.08
Se 0.78 4.36 4.88
Sb 2.98 4.06 3.23
Se 1.06 2.20 3.70
Se -0.09 3.65 1.91
Se 1.64 5.08 1.19
Cl 1.95 -1.70 -5.22
C 0.67 -2.24 -4.24
C -0.58 -2.49 -4.74
C -1.56 -2.98 -3.84
C -1.25 -3.39 -2.56
C -0.04 -3.10 -2.03
C 0.97 -2.41 -2.85
C 1.98 -1.73 -2.19
H -0.95 -2.33 -5.74
H -2.54 -3.07 -4.17
H -1.97 -4.00 -2.04
H 0.27 -3.45 -1.02
H 2.63 -1.07 -2.80
H 2.01 -1.58 -1.11
Se -1.06 2.24 -0.17
N -0.53 0.69 0.76
C -1.49 0.49 1.63
C -1.37 -0.43 2.72
C -2.25 -0.34 3.78
C -3.31 0.64 3.78
C -3.57 1.38 2.66
C -2.67 1.31 1.52
N -2.64 2.16 0.52
H -0.52 -1.12 2.55
H -2.17 -1.05 4.63
H -3.89 0.82 4.72
H -4.45 2.00 2.57
*
```

---

Here is C13H10CoN3O5S3 as an isolated structure from the OMol25 dataset. Energies are from ωB97M-V/def2-TZVPD.

Properties
* expectation value of S²: 3.78
* ΔE to the lowest compared entry with this formula, charge and spin: 47.2 kcal/mol

Structure (ORCA input):
```
! RIJCOSX wB97M-V def2-TZVPD def2/J DEFGRID3
* xyz -1 4
Co 1.12 0.52 0.47
O 1.25 1.83 6.39
C 1.37 1.58 5.21
C 1.02 2.52 4.07
O 0.79 3.71 4.17
C 1.07 1.69 2.86
C 1.66 0.42 3.17
O 1.89 -0.40 2.23
C 1.85 0.28 4.61
O 2.28 -0.67 5.24
O 0.71 1.97 1.68
S 3.08 1.08 -0.54
C 2.35 -0.41 -0.90
N 2.74 -1.60 -0.31
C 1.96 -2.72 -0.78
C 1.88 -2.54 -2.29
S 1.76 -0.74 -2.54
H 2.91 -1.54 0.69
H 0.95 -2.70 -0.35
H 2.45 -3.66 -0.51
H 1.00 -3.01 -2.73
H 2.79 -2.87 -2.79
C -4.52 1.77 -1.57
C -3.36 0.88 -1.91
C -3.09 0.45 -3.21
C -2.00 -0.39 -3.36
N -1.26 -0.79 -2.36
C -1.56 -0.29 -1.16
S -0.66 -0.84 0.22
N -2.59 0.51 -0.90
H -5.32 1.67 -2.30
H -4.19 2.80 -1.53
H -4.89 1.51 -0.58
H -3.70 0.75 -4.05
H -1.72 -0.78 -4.34
*
```

---

Here is C13H10F2IrN2O4S as an isolated structure from the OMol25 dataset. Energies are from ωB97M-V/def2-TZVPD.

Structure (ORCA input):
```
! RIJCOSX wB97M-V def2-TZVPD def2/J DEFGRID3
* xyz -1 1
Ir -0.25 -0.05 -1.37
C -2.93 -0.01 3.77
C -1.58 0.00 4.11
C -0.61 0.00 3.13
C -0.96 0.00 1.76
C -2.33 0.01 1.43
C -3.29 0.00 2.43
N 0.01 -0.01 0.82
N 1.25 -0.02 1.22
C 2.19 -0.01 0.27
C 3.55 -0.01 0.63
C 4.53 0.02 -0.34
C 4.18 0.05 -1.68
C 2.83 0.04 -2.05
C 1.80 0.00 -1.12
H -3.69 -0.01 4.54
H -1.28 -0.01 5.15
H 0.44 0.00 3.38
H -2.64 0.02 0.40
H -4.33 0.00 2.14
H 3.80 -0.02 1.68
H 5.58 0.01 -0.06
H 4.94 0.07 -2.45
H 2.62 0.07 -3.11
O -4.11 -0.05 -1.25
S -2.84 -0.09 -1.95
O -2.97 -0.18 -3.39
O -2.00 -1.26 -1.45
O -2.01 1.13 -1.57
F 0.75 -0.89 -4.04
C -0.05 0.03 -3.41
F 0.45 1.24 -3.81
H -1.07 -0.08 -3.80
*
```

---

Here is C13H10N5O4Ti as an isolated structure from the OMol25 dataset. Energies are from ωB97M-V/def2-TZVPD.

Properties
* expectation value of S²: 0.75
* ΔE to the lowest compared entry with this formula, charge and spin: 19.2 kcal/mol

Structure (ORCA input):
```
! RIJCOSX wB97M-V def2-TZVPD def2/J DEFGRID3
* xyz 2 2
Ti 0.04 -0.01 0.06
O -0.90 -0.67 -4.05
C -0.39 -0.65 -2.86
O -0.85 -0.01 -1.91
C 0.83 -1.45 -2.64
C 1.53 -2.24 -3.52
C 2.67 -2.90 -3.03
C 3.04 -2.73 -1.70
C 2.26 -1.91 -0.90
N 1.19 -1.30 -1.37
C 2.47 -1.59 0.54
O 3.33 -1.99 1.24
O 1.47 -0.74 0.95
H -1.69 -0.12 -4.11
H 1.22 -2.35 -4.55
H 3.25 -3.53 -3.69
H 3.91 -3.22 -1.28
N -3.14 2.66 1.24
C -3.62 2.58 -0.05
C -2.78 1.76 -0.72
N -1.78 1.33 0.14
C -2.05 1.90 1.31
C -1.14 1.60 2.39
N -0.15 0.78 2.09
C 0.59 0.63 3.24
C 0.02 1.36 4.23
N -1.08 1.97 3.68
H -3.56 3.20 1.99
H -4.51 3.11 -0.37
H -2.82 1.46 -1.75
H 1.47 0.01 3.27
H 0.29 1.50 5.27
H -1.72 2.58 4.16
*
```

---

Here is one molecule with the formula C13H10N6OS2 from the OMol25 dataset. Energies are from ωB97M-V/def2-TZVPD.

Properties
* ΔE to the lowest compared entry with this formula, charge and spin: 5.1 kcal/mol
* SMILES: C[C@@H](Sc1ccc2nnc(-c3cccs3)n2n1)c1nnco1

Structure (ORCA input):
```
! RIJCOSX wB97M-V def2-TZVPD def2/J DEFGRID3
* xyz 0 1
C -1.28 -3.06 2.93
C -0.92 -2.80 1.43
S -2.40 -1.94 0.76
C -1.77 -1.03 -0.61
C -2.10 -1.52 -1.98
C -1.70 -0.83 -3.09
C -0.86 0.30 -2.84
N -0.27 1.10 -3.68
N 0.42 2.01 -2.94
C 0.23 1.82 -1.66
C 0.76 2.65 -0.59
C 1.50 3.78 -0.77
C 1.91 4.38 0.48
C 1.49 3.69 1.58
S 0.52 2.29 1.12
N -0.57 0.69 -1.55
N -1.08 0.06 -0.45
C 0.38 -2.01 1.30
N 0.97 -1.40 2.29
N 2.11 -0.83 1.75
C 2.11 -1.15 0.47
O 1.08 -1.97 0.15
H -1.47 -2.10 3.43
H -2.20 -3.66 2.97
H -0.49 -3.61 3.49
H -0.77 -3.76 0.91
H -2.67 -2.45 -2.09
H -1.90 -1.20 -4.09
H 1.76 4.17 -1.75
H 2.53 5.28 0.55
H 1.73 3.92 2.61
H 2.93 -0.80 -0.14
*
```

---

Here is C13H11Cl2N5O3RuS3 as an isolated structure from the OMol25 dataset. Energies are from ωB97M-V/def2-TZVPD.

Properties
* expectation value of S²: 6.01
* ΔE to the lowest compared entry with this formula, charge and spin: 10.2 kcal/mol

Structure (ORCA input):
```
! RIJCOSX wB97M-V def2-TZVPD def2/J DEFGRID3
* xyz 0 5
Ru 0.38 0.34 0.31
O -1.22 0.38 1.97
N -2.46 0.68 1.63
C -3.26 1.21 2.57
C -4.57 1.52 2.32
C -5.08 1.29 1.04
C -4.24 0.79 0.07
C -2.90 0.48 0.36
S -1.84 -0.15 -0.84
H -2.78 1.36 3.53
H -5.18 1.94 3.10
H -6.11 1.52 0.81
H -4.56 0.64 -0.95
N 3.64 2.14 0.28
C 3.76 0.80 0.17
N 2.77 -0.04 0.30
C 3.19 -1.35 0.13
C 4.51 -1.50 -0.12
S 5.30 0.04 -0.15
C 2.19 -2.40 0.23
C 2.40 -3.74 0.17
S 0.92 -4.59 0.39
C 0.08 -3.07 0.55
N 0.87 -2.03 0.43
N -1.23 -3.00 0.83
H 2.70 2.51 0.24
H 4.38 2.73 -0.04
H 5.06 -2.40 -0.31
H 3.33 -4.27 0.02
H -1.81 -3.81 0.68
H -1.65 -2.09 0.68
Cl 0.44 2.88 1.29
C -0.32 3.64 -0.14
Cl -2.03 3.95 0.16
C -0.10 2.75 -1.45
O -0.77 3.09 -2.40
O 0.82 1.88 -1.34
H 0.15 4.60 -0.29
*
```

---

Let's list energy in order: -14251.71253 -3619.28292 -1614.12052 -1925.22815 -1701.46135 -3211.31750 Ha.